# 1
DFT (the ωB97M-V functional and the def2-TZVPD basis) results for C25H23As2F12HgN4O9 as an isolated structure in a non-equilibrium geometry.

Its total charge is -1. The largest force on an atom is 1.3 eV/Å. The calculation puts the HOMO-LUMO gap at 7.53 eV.

```
76
Properties=species:S:1:pos:R:3:forces:R:3:mulliken_charge:R:1
Hg 2.095 -30.646 13.183 -0.87 0.32 0.07 2.919
As 5.759 -29.085 12.369 0.29 0.65 -0.48 2.000
F 5.594 -30.265 11.110 0.12 -0.27 0.08 -0.457
F 5.026 -27.933 11.278 -0.10 -0.07 0.12 -0.516
F 5.860 -27.863 13.570 -0.24 -0.13 0.12 -0.476
F 6.421 -30.253 13.460 -0.07 -0.19 -0.10 -0.475
F 7.340 -28.655 11.804 -0.02 -0.17 -0.07 -0.523
F 4.127 -29.556 12.914 0.19 0.52 0.19 -0.825
As 2.786 -29.250 16.977 -0.30 0.61 0.26 2.172
F 2.443 -30.014 15.392 -0.02 -0.09 0.27 -1.059
F 3.992 -28.328 16.172 0.12 -0.01 0.12 -0.453
F 3.099 -28.489 18.500 0.10 -0.06 -0.02 -0.520
F 1.524 -30.210 17.677 0.07 -0.15 -0.10 -0.501
F 3.934 -30.491 17.342 0.06 -0.22 -0.19 -0.448
F 1.607 -28.028 16.616 0.01 -0.09 -0.16 -0.500
C -0.751 -30.441 11.660 0.81 -0.85 -0.51 -0.275
O 0.082 -30.138 12.716 0.29 0.43 1.03 -0.746
H -0.692 -31.512 11.398 -0.10 0.06 -0.16 -0.038
H -1.813 -30.264 11.877 0.11 0.31 0.28 0.362
H -0.487 -29.873 10.748 -0.16 -0.02 -0.08 0.038
C -1.281 -34.816 8.608 0.13 0.73 0.16 -0.374
C -0.830 -35.783 9.490 -0.54 -0.25 0.07 -0.745
C 0.104 -35.483 10.466 0.75 -0.25 -0.09 -0.334
C 0.665 -34.218 10.499 -1.19 -0.38 -0.09 -0.210
C 0.212 -33.246 9.626 0.79 0.99 -0.37 0.033
C -0.726 -33.533 8.658 -0.32 -0.96 -0.04 -0.798
N 1.611 -33.900 11.563 0.58 0.45 -0.16 1.185
O 2.123 -34.808 12.183 -0.12 -0.10 0.02 -0.636
O 1.856 -32.720 11.739 -0.24 -0.42 -0.25 -0.414
H -2.106 -35.006 7.934 0.19 -0.23 -0.17 0.384
H -1.265 -36.773 9.438 0.07 -0.03 0.12 0.373
H 0.468 -36.228 11.161 -0.13 -0.02 0.01 0.573
H 0.631 -32.248 9.622 0.19 -0.08 0.29 0.459
H -1.013 -32.795 7.924 -0.05 0.17 0.17 0.453
C 2.081 -25.748 8.564 -0.98 -0.15 -0.64 -0.515
C 2.573 -26.680 7.656 0.04 0.10 0.29 -0.357
C 2.723 -28.004 8.032 -0.43 0.18 -0.58 -0.624
C 2.253 -28.385 9.275 0.21 0.27 -0.07 0.196
C 1.648 -27.497 10.145 -0.15 -0.22 0.06 -0.005
C 1.501 -26.175 9.750 0.80 0.06 0.42 -0.747
N 2.398 -29.779 9.684 0.44 -0.21 -0.06 0.671
O 2.443 -30.632 8.816 -0.15 0.06 0.02 -0.629
O 2.506 -30.002 10.870 -0.11 0.16 -0.63 -0.234
H 1.984 -24.719 8.239 0.03 0.04 0.16 0.361
H 2.758 -26.384 6.631 0.46 0.05 0.11 0.360
H 3.121 -28.693 7.301 0.01 -0.31 0.30 0.425
H 1.292 -27.858 11.103 -0.04 0.05 -0.02 0.454
H 1.029 -25.469 10.420 0.00 0.01 0.00 0.383
C -0.638 -37.043 14.273 -0.65 -0.13 -0.06 -0.463
C 0.374 -37.172 15.215 0.73 0.11 -0.77 -0.548
C 1.131 -36.053 15.514 0.34 0.61 0.54 -0.585
C 0.792 -34.827 14.978 -0.92 0.05 -0.40 0.341
C -0.277 -34.666 14.109 -0.13 -0.16 0.79 -0.259
C -1.022 -35.798 13.800 0.44 0.62 -0.45 -0.583
N 1.428 -33.598 15.455 0.50 0.16 0.44 0.726
O 1.480 -32.645 14.701 -0.36 -0.48 -0.02 -0.270
O 1.830 -33.597 16.597 0.15 -0.12 -0.10 -0.560
H -1.179 -37.891 13.869 0.02 -0.19 0.41 0.385
H 0.695 -38.126 15.609 -0.22 -0.09 -0.04 0.372
H 1.990 -36.056 16.174 -0.14 -0.29 0.14 0.485
H -0.562 -33.661 13.824 0.00 -0.08 -0.25 0.404
H -1.870 -35.668 13.139 -0.01 -0.26 -0.03 0.459
C 6.603 -35.569 15.979 -0.36 -0.12 -0.47 -0.526
C 6.021 -34.409 16.474 -0.04 -0.24 0.40 -0.644
C 5.369 -33.505 15.650 0.81 0.56 0.02 -0.165
C 5.357 -33.750 14.285 0.41 -0.11 1.19 0.060
C 5.985 -34.869 13.775 -0.37 0.12 -1.00 -0.376
C 6.579 -35.798 14.605 0.07 0.22 0.16 -0.565
N 4.689 -32.804 13.409 -0.49 -0.31 -0.91 1.029
O 4.035 -31.921 13.939 -0.04 -0.04 0.44 -0.561
O 4.735 -32.997 12.216 0.18 0.08 0.08 -0.641
H 7.038 -36.315 16.631 0.12 0.16 0.12 0.404
H 6.071 -34.188 17.532 0.00 -0.02 0.00 0.426
H 5.096 -32.541 16.065 -0.60 -0.11 -0.13 0.425
H 5.976 -34.983 12.698 0.04 -0.16 0.05 0.466
H 7.043 -36.664 14.155 0.02 -0.07 0.14 0.398
```
Forces are in eV/Å.


# 2
DFT (the ωB97M-V functional and the def2-TZVPD basis) results for C25H23Cl3N2O5PdS2 as an isolated structure in a non-equilibrium geometry.

The largest force on an atom is 1.4 eV/Å. The calculation puts the HOMO-LUMO gap (spin up / spin down) at 8.28 / 6.59 eV. Its spin multiplicity is 5.

```
61
Properties=species:S:1:pos:R:3:forces:R:3:nbo_charge:R:1
Pd 1.018 0.452 0.368 -0.53 0.40 -0.22 1.044
C -1.275 2.415 -0.660 0.06 0.18 -0.41 -0.431
N -1.180 1.433 0.424 0.47 -0.15 0.07 -0.504
C -1.989 0.247 0.109 -0.12 -0.45 0.01 -0.236
C -1.609 -1.008 0.907 -0.30 0.33 0.05 -0.243
N -0.312 -1.536 0.473 0.39 0.29 0.29 -0.474
C -0.439 -2.377 -0.719 0.04 -0.24 -0.54 -0.444
C 0.399 -2.330 1.438 0.19 -0.12 0.15 0.151
C -0.260 -3.233 2.259 -0.04 0.16 -0.03 -0.198
C 0.447 -4.109 3.064 0.11 0.02 -0.01 -0.192
C 1.833 -4.090 3.051 0.02 -0.08 0.17 -0.213
C 2.506 -3.199 2.241 -0.07 0.00 -0.09 -0.177
C 1.807 -2.310 1.423 0.10 -0.04 -0.19 -0.258
S 2.747 -1.231 0.407 -0.31 0.23 0.26 0.278
C -1.514 1.999 1.702 0.06 0.03 0.47 0.240
C -2.610 2.842 1.847 0.00 -0.09 -0.09 -0.257
C -2.929 3.403 3.071 0.05 -0.02 0.05 -0.185
C -2.155 3.126 4.188 0.01 0.03 -0.01 -0.211
C -1.077 2.275 4.072 -0.01 -0.10 -0.13 -0.166
C -0.746 1.702 2.840 -0.03 -0.05 -0.18 -0.283
S 0.633 0.642 2.801 0.19 0.01 -0.16 0.225
H -2.317 2.639 -0.924 0.05 0.04 0.07 0.170
H -0.773 2.006 -1.537 -0.09 0.05 0.08 0.261
H -0.766 3.330 -0.358 -0.05 -0.05 -0.01 0.223
H -1.847 0.043 -0.955 -0.05 0.06 0.09 0.248
H -3.052 0.466 0.294 0.06 -0.03 -0.09 0.190
H -2.407 -1.751 0.757 0.11 0.05 0.06 0.197
H -1.556 -0.773 1.975 -0.04 -0.07 -0.12 0.226
H -1.040 -3.267 -0.489 -0.04 0.06 0.04 0.178
H 0.553 -2.693 -1.044 -0.20 0.03 0.02 0.249
H -0.902 -1.822 -1.528 -0.01 -0.03 0.07 0.241
H -1.339 -3.276 2.261 -0.13 0.05 -0.06 0.212
H -0.088 -4.820 3.678 0.00 -0.01 0.06 0.220
H 2.388 -4.780 3.668 0.07 -0.04 0.08 0.223
H 3.585 -3.164 2.227 0.11 -0.08 0.00 0.231
H -3.231 3.066 0.992 -0.01 0.03 -0.10 0.218
H -3.782 4.059 3.148 -0.08 0.07 0.01 0.219
H -2.387 3.573 5.142 -0.04 0.04 0.08 0.222
H -0.453 2.035 4.917 0.05 0.03 0.18 0.230
Cl 3.937 4.648 3.221 0.02 0.09 0.06 0.040
C 3.817 3.800 1.685 -0.24 -0.22 -0.07 -0.210
Cl 5.270 2.810 1.444 0.14 -0.06 -0.02 0.021
Cl 3.654 4.959 0.370 0.04 0.17 -0.10 0.035
C 2.597 2.792 1.654 0.58 0.68 0.03 0.751
O 2.100 2.541 2.747 -0.31 -0.21 0.98 -0.631
O 2.317 2.373 0.529 -0.51 -0.87 -0.97 -0.709
O -1.582 -0.638 -3.122 -0.24 0.14 0.02 -0.703
C -0.702 -0.825 -4.155 0.21 -0.03 -0.41 0.383
C -1.172 -1.128 -5.425 -0.05 0.04 0.09 -0.304
C -0.289 -1.319 -6.469 0.00 -0.05 0.00 -0.192
C 1.074 -1.239 -6.246 0.11 -0.01 -0.12 -0.241
C 1.550 -0.959 -4.975 -0.15 -0.05 -0.10 -0.148
C 0.673 -0.743 -3.924 -0.11 0.14 0.56 -0.214
C 1.192 -0.477 -2.516 -0.22 -0.47 -0.85 0.792
O 1.985 -1.312 -2.059 0.66 -0.41 0.01 -0.674
O 0.718 0.520 -1.935 -0.09 0.61 1.11 -0.758
H -2.485 -0.706 -3.459 0.18 -0.01 -0.05 0.483
H -2.238 -1.224 -5.587 -0.14 0.03 -0.04 0.199
H -0.671 -1.541 -7.455 -0.01 -0.04 -0.07 0.214
H 1.760 -1.413 -7.061 0.09 0.05 -0.04 0.215
H 2.613 -0.901 -4.792 0.06 -0.04 0.09 0.228
```
Forces are in eV/Å.


# 3
DFT (the ωB97M-V functional and the def2-TZVPD basis) results for C25H23Cl5N3SV as an isolated structure.

Its total charge is +1. The largest force on an atom is 0.5 eV/Å. The calculation puts the HOMO-LUMO gap (spin up / spin down) at 7.69 / 7.06 eV. Its energy above the lowest of the compared OMol25 structures with the same formula, charge and spin is 1.7 kcal per mole. Its spin multiplicity is 2.

```
58
Properties=species:S:1:pos:R:3:forces:R:3:nbo_charge:R:1
V -0.481 -0.036 0.485 0.43 -0.28 -0.05 0.842
C -1.001 -2.876 4.309 -0.04 -0.01 -0.02 -0.591
C -1.371 -2.596 2.845 0.00 0.01 0.03 -0.229
C -1.138 -3.840 1.997 0.01 0.02 0.01 -0.604
C -0.615 -1.350 2.426 -0.18 0.01 -0.05 -0.095
C -1.153 -0.099 2.762 -0.08 0.06 -0.20 -0.157
C -0.467 1.086 2.510 -0.28 0.02 -0.14 -0.290
C 0.861 1.065 2.013 -0.02 0.11 -0.15 -0.121
C 1.632 2.331 1.762 0.03 0.00 0.02 -0.627
C 1.456 -0.194 1.838 0.00 -0.15 -0.03 -0.177
C 0.724 -1.373 1.955 0.11 0.13 -0.06 -0.241
H -1.586 -3.710 4.694 0.00 0.00 0.00 0.225
H -1.185 -2.007 4.942 0.00 0.00 0.01 0.213
H 0.056 -3.137 4.393 0.01 0.00 0.00 0.209
H -2.436 -2.347 2.806 0.01 0.00 -0.02 0.215
H -0.078 -4.089 1.919 0.01 -0.01 0.00 0.201
H -1.543 -3.738 0.994 0.01 0.00 -0.01 0.215
H -1.629 -4.691 2.469 -0.01 -0.01 0.00 0.229
H -2.179 -0.046 3.104 0.04 -0.01 0.10 0.261
H -0.963 2.029 2.700 0.05 0.00 0.06 0.250
H 1.937 2.395 0.716 0.01 0.02 0.01 0.233
H 2.533 2.362 2.375 -0.01 0.00 0.01 0.244
H 1.035 3.208 2.005 -0.01 0.00 -0.01 0.225
H 2.477 -0.245 1.480 0.01 0.00 0.03 0.253
H 1.187 -2.314 1.691 0.04 0.01 0.05 0.244
C 2.130 -1.961 -3.477 0.06 -0.04 0.01 -0.406
N 1.000 -1.048 -3.512 -0.13 0.13 0.03 -0.339
C 0.027 -1.002 -4.494 -0.01 0.02 0.00 -0.036
C -0.852 -0.048 -4.146 -0.02 -0.01 -0.06 -0.066
N -0.411 0.494 -2.943 0.12 -0.18 -0.06 -0.391
C 0.729 -0.147 -2.552 0.14 0.00 0.08 0.313
S 1.623 0.057 -1.126 -0.14 -0.01 -0.09 -0.155
C -0.972 1.627 -2.315 -0.16 0.25 0.02 0.385
C -1.580 2.609 -3.087 0.03 -0.06 0.09 -0.246
C -2.169 3.686 -2.442 0.01 -0.03 -0.02 -0.121
C -2.076 3.782 -1.062 0.22 -0.06 -0.33 -0.225
C -1.391 2.783 -0.402 -0.27 0.14 0.39 0.086
N -0.892 1.696 -0.992 -0.07 -0.26 0.36 -0.464
H 2.002 -2.698 -4.264 0.00 0.01 0.00 0.226
H 2.165 -2.453 -2.507 0.00 0.00 -0.01 0.235
H 3.059 -1.416 -3.629 0.00 -0.01 0.00 0.232
H 0.048 -1.666 -5.338 -0.04 0.01 -0.03 0.249
H -1.760 0.279 -4.617 -0.01 -0.02 -0.02 0.251
H -1.584 2.533 -4.164 0.00 0.01 -0.01 0.239
H -2.677 4.446 -3.020 0.00 0.01 -0.01 0.241
H -2.511 4.603 -0.513 0.02 0.02 0.01 0.245
H -1.287 2.817 0.672 -0.03 0.02 -0.01 0.215
Cl -1.007 -2.148 -1.024 -0.14 0.12 0.04 0.094
C -2.609 -1.436 -0.750 -0.07 -0.11 -0.06 0.017
C -2.593 -0.361 0.109 0.39 -0.01 -0.07 -0.451
C -3.835 0.203 0.354 0.20 0.11 0.13 0.024
Cl -3.910 1.568 1.436 -0.12 0.05 0.04 0.011
C -5.011 -0.273 -0.219 0.02 -0.06 -0.08 -0.114
Cl -6.520 0.463 0.127 -0.03 0.00 0.00 0.079
C -4.952 -1.358 -1.102 0.06 -0.02 0.00 -0.088
Cl -6.381 -1.951 -1.839 -0.04 -0.02 -0.02 0.082
C -3.723 -1.961 -1.383 -0.17 0.11 0.06 -0.117
Cl -3.609 -3.287 -2.463 0.06 -0.03 -0.01 0.069
```
Forces are in eV/Å.


# 4
DFT (the ωB97M-V functional and the def2-TZVPD basis) results for C25H23ClHoN2O2P as an isolated structure in a non-equilibrium geometry.

Its total charge is +2. The largest force on an atom is 6.9 eV/Å. The calculation puts the HOMO-LUMO gap (spin up / spin down) at 6.00 / 6.09 eV. Its spin multiplicity is 5.

```
55
Properties=species:S:1:pos:R:3:forces:R:3:nbo_charge:R:1
Ho 0.097 -1.191 1.429 -2.48 -0.73 -0.93 1.893
Cl -1.236 -3.254 1.409 0.63 0.85 0.03 -0.520
C 2.436 -1.194 1.025 6.61 0.41 -1.78 0.442
O 3.545 -1.069 0.734 -4.74 -0.56 1.38 -0.276
P 0.009 0.059 -1.231 0.03 0.53 -3.13 0.685
C 0.620 1.622 -2.045 0.49 0.74 1.20 -0.220
C 1.036 -1.158 -2.185 0.28 -0.51 1.40 -0.353
C -1.582 -0.149 -2.114 -1.00 -0.23 0.73 -0.376
C 0.508 -2.431 -2.465 0.11 0.16 0.10 -0.242
C 1.324 -3.406 -3.029 0.03 0.12 -0.06 -0.137
C 2.673 -3.132 -3.264 -0.03 0.15 0.10 -0.187
C 3.221 -1.888 -2.926 -0.16 -0.01 -0.05 -0.186
C 2.406 -0.904 -2.366 -0.13 -0.03 -0.12 -0.245
H -0.543 -2.640 -2.255 0.29 0.00 -0.16 0.237
H 0.884 -4.367 -3.299 0.25 0.19 0.10 0.235
H 3.308 -3.898 -3.701 -0.08 0.12 0.02 0.243
H 4.275 -1.673 -3.116 -0.36 -0.15 0.09 0.241
H 2.814 0.072 -2.081 -0.08 -0.34 -0.26 0.230
C 1.486 2.444 -1.286 -0.40 -0.14 -0.58 -0.247
C 1.937 3.656 -1.821 0.10 -0.09 0.04 -0.203
C 1.563 4.046 -3.114 -0.10 -0.28 0.25 -0.169
C 0.730 3.226 -3.878 0.14 -0.18 0.53 -0.169
C 0.248 2.034 -3.336 -0.12 -0.19 0.09 -0.233
H 1.788 2.119 -0.280 -0.09 0.31 -0.38 0.187
H 2.587 4.300 -1.221 -0.22 -0.21 -0.26 0.234
H 1.904 4.994 -3.517 0.02 -0.14 0.08 0.242
H 0.432 3.505 -4.887 0.09 0.00 0.27 0.241
H -0.443 1.449 -3.942 0.26 0.18 0.27 0.235
C -1.696 -0.479 -3.479 -0.10 -0.08 -0.17 -0.214
C -2.955 -0.676 -4.065 0.07 0.23 0.55 -0.188
C -4.108 -0.592 -3.268 0.39 0.09 0.17 -0.159
C -4.004 -0.258 -1.910 -0.23 0.08 -0.19 -0.220
C -2.758 0.002 -1.345 0.35 -0.38 -0.45 -0.132
H -0.811 -0.575 -4.121 -0.36 -0.09 0.44 0.236
H -3.031 -0.884 -5.137 0.04 0.01 0.50 0.245
H -5.088 -0.778 -3.705 0.23 0.04 0.10 0.243
H -4.906 -0.193 -1.293 0.38 0.02 -0.30 0.239
H -2.687 0.307 -0.296 -0.09 -0.12 -0.24 0.185
H -0.672 3.749 1.371 -0.09 -0.03 -0.03 -0.011
H -1.375 3.581 1.185 0.10 0.01 0.03 0.012
N -1.391 -1.340 7.765 0.75 0.69 -1.03 -0.783
C -1.458 -1.510 6.413 -0.82 -0.54 1.56 0.635
O -2.195 -2.336 5.905 0.70 0.71 -0.46 -0.557
C -0.561 -0.604 5.614 0.11 0.05 -0.68 -0.130
C 0.265 0.407 6.136 -0.04 -0.19 -0.72 -0.060
C 1.046 1.176 5.259 0.03 0.11 -0.43 -0.213
C 1.031 0.898 3.895 -0.46 -0.79 0.22 0.072
N 0.302 -0.145 3.414 -0.86 0.51 0.80 -0.678
C -0.553 -0.829 4.236 0.99 0.72 -0.08 0.072
H -1.939 -1.942 8.337 -0.30 -0.32 0.38 0.434
H -0.741 -0.693 8.193 -0.42 -0.44 0.05 0.394
H 0.284 0.616 7.207 0.10 0.03 -0.43 0.247
H 1.670 1.997 5.604 -0.22 -0.17 0.10 0.269
H 1.536 1.466 3.109 0.20 -0.01 0.66 0.226
H -1.233 -1.538 3.736 0.22 -0.11 0.68 0.255
```
Forces are in eV/Å.


Q: Which formula does entry 3 have?
A: C25H23Cl5N3SV


Q: Which of these has the lowest largest force on an atom?
A: C25H23Cl5N3SV


Q: Which of these has the lowest largest force on an atom?
A: C25H23Cl5N3SV